Formula: C7H14N
Source: OMol25
Level of theory: the ωB97M-V functional and the def2-TZVPD basis

```
22
Properties=species:S:1:pos:R:3:nbo_charge:R:1
C -1.37 1.32 -0.41 -0.61
C -0.82 -0.13 -0.05 -0.06
C -1.51 -0.70 1.09 -0.63
C -0.70 -0.98 -1.38 -0.11
C 0.63 -0.89 -1.45 -0.28
C 0.78 -0.20 -0.06 0.19
C 1.62 -0.93 0.94 -0.67
N 1.40 1.33 -0.09 -0.73
H -2.43 1.23 -0.43 0.26
H -0.92 1.67 -1.27 0.21
H -1.08 2.17 0.35 0.19
H -1.18 -0.13 1.92 0.22
H -1.33 -1.79 1.28 0.23
H -2.53 -0.60 0.81 0.23
H -1.55 -1.45 -2.07 0.26
H 1.21 -1.19 -2.32 0.25
H 1.95 -0.50 1.88 0.24
H 2.48 -1.16 0.52 0.23
H 1.02 -1.85 1.09 0.25
H 2.17 1.48 0.49 0.43
H 0.52 1.88 0.20 0.45
H 1.64 1.46 -1.03 0.43
```

As for the total energy: -8966.802 eV. For the LUMO energy, the calculation gives -3.1815 eV. Its SMILES is CC1(C)C=C[C@@]1(C)[NH3+]. For the HOMO-LUMO gap, the calculation gives 11.06 eV. The energy above the lowest of the compared OMol25 structures with the same formula, charge and spin is 2.2761 eV. The strongest force on any atom comes out at 4.92 eV Å⁻¹. As for the total charge: +1.